# C19H33IN4O2

A cluster of 3 separate species, C19H33IN4O2 in total (ωB97M-V/def2-TZVPD, the Open Molecules 2025 dataset).

Summary:
Largest force on an atom ... 0.5 eV/A
Relative energy (zero: lowest compared OMol25 entry of this formula, charge and spin) ... 0.0 kJ/mol
HOMO-LUMO gap ... 8.67 eV
Total charge ... 0
Structure (SMILES) ... C[C@@H](I)Cc1cccc2nccnc12.COC[C@@H](C)N.COC[C@@H](C)N
LUMO ... -0.0143 Eh

Bonds (Å) are listed after each position.
Positions of all 59 atoms, in Å:
1 C -1.8691 0.5869 0.9119  C2 1.517, H15 1.090, H16 1.091, H17 1.091
2 C -1.0832 0.1011 -0.2918  C1 1.517, I3 2.160, C4 1.528, H18 1.087
3 I -2.0824 0.8110 -2.0703  C2 2.160
4 C 0.3777 0.5454 -0.3425  C2 1.528, C5 1.505, H19 1.093, H20 1.091
5 C 1.1002 0.2924 0.9532  C4 1.505, C6 1.372, C14 1.420
6 C 1.4977 1.3209 1.7688  C5 1.372, C7 1.413, H21 1.083
7 C 2.1488 1.0821 2.9998  C6 1.413, C8 1.365, H22 1.082
8 C 2.3984 -0.1916 3.4237  C7 1.365, C9 1.411, H23 1.082
9 C 2.0133 -1.2805 2.6138  C8 1.411, N10 1.364, C14 1.421
10 N 2.2661 -2.5510 3.0396  C9 1.364, C11 1.305
11 C 1.8914 -3.5196 2.2499  N10 1.305, C12 1.424, H24 1.085
12 C 1.2485 -3.2812 1.0019  C11 1.424, N13 1.304, H25 1.086
13 N 0.9928 -2.0762 0.5734  C12 1.304, C14 1.363
14 C 1.3671 -1.0376 1.3720  C5 1.420, C9 1.421, N13 1.363
15 H -2.8731 0.1629 0.9008  C1 1.090
16 H -1.9647 1.6736 0.9134  C1 1.091
17 H -1.3785 0.2763 1.8358  C1 1.091
18 H -1.1627 -0.9790 -0.3834  C2 1.087
19 H 0.4246 1.6127 -0.5711  C4 1.093
20 H 0.8731 0.0090 -1.1528  C4 1.091
21 H 1.3002 2.3385 1.4534  C6 1.083
22 H 2.4430 1.9209 3.6165  C7 1.082
23 H 2.8868 -0.4013 4.3661  C8 1.082
24 H 2.0948 -4.5390 2.5614  C11 1.085
25 H 0.9746 -4.1184 0.3670  C12 1.086
26 C -4.6564 -5.0015 1.3363  C27 1.525, H32 1.090, H33 1.089, H34 1.092
27 C -3.1607 -4.7444 1.4814  C26 1.525, C28 1.532, N31 1.464, H35 1.095
28 C -2.7599 -3.2750 1.3184  C27 1.532, O29 1.412, H36 1.094, H37 1.099
29 O -2.7951 -2.7984 -0.0104  C28 1.412, C30 1.417
30 C -4.0540 -2.3374 -0.4702  O29 1.417, H38 1.095, H39 1.093, H40 1.088
31 N -2.4305 -5.6358 0.5778  C27 1.464, H41 1.015, H42 1.016
32 H -4.9626 -4.9852 0.2899  C26 1.090
33 H -4.9048 -5.9860 1.7305  C26 1.089
34 H -5.2433 -4.2561 1.8763  C26 1.092
35 H -2.8755 -5.0190 2.5023  C27 1.095
36 H -1.7186 -3.1661 1.6370  C28 1.094
37 H -3.3740 -2.6316 1.9642  C28 1.099
38 H -4.6142 -1.8564 0.3380  C30 1.095
39 H -4.6602 -3.1378 -0.9018  C30 1.093
40 H -3.8507 -1.6023 -1.2467  C30 1.088
41 H -1.4346 -5.5770 0.7648  N31 1.015
42 H -2.5457 -5.2915 -0.3715  N31 1.016
43 C 3.5176 5.0218 -3.9402  C44 1.526, H49 1.090, H50 1.089, H51 1.092
44 C 2.2022 5.4467 -3.2945  C43 1.526, C45 1.534, N48 1.464, H52 1.095
45 C 2.1899 5.3404 -1.7640  C44 1.534, O46 1.414, H53 1.093, H54 1.099
46 O 2.0419 4.0259 -1.2647  C45 1.414, C47 1.414
47 C 3.2089 3.2276 -1.2557  O46 1.414, H55 1.094, H56 1.093, H57 1.091
48 N 1.1045 4.7077 -3.9216  C44 1.464, H58 1.015, H59 1.017
49 H 3.6134 3.9367 -3.9740  C43 1.090
50 H 3.5585 5.3801 -4.9680  C43 1.089
51 H 4.3767 5.4256 -3.4010  C43 1.092
52 H 2.0557 6.5074 -3.5216  C44 1.095
53 H 1.3185 5.8824 -1.3891  C45 1.093
54 H 3.0854 5.8096 -1.3337  C45 1.099
55 H 4.1061 3.8153 -1.0382  C47 1.094
56 H 3.3491 2.7076 -2.2067  C47 1.093
57 H 3.0852 2.4747 -0.4767  C47 1.091
58 H 0.2120 5.0782 -3.6104  N48 1.015
59 H 1.1297 3.7552 -3.5671  N48 1.017

# C19H33N3O2

An isolated molecule of C19H33N3O2 (ωB97M-V/def2-TZVPD, the Open Molecules 2025 dataset).

Summary:
Largest force on an atom ... 4.6 eV/A
Relative energy (zero: lowest compared OMol25 entry of this formula, charge and spin) ... 485.6 kJ/mol
HOMO-LUMO gap ... 4.23 eV
Total charge ... 0
LUMO ... -0.0125 Eh

Bonds (Å) are listed after each position.
Positions of all 57 atoms, in Å:
1 C 3.8357 1.4310 -4.5902  C2 1.555, C8 1.513, H9 1.099, H10 1.100
2 C 2.5431 1.2574 -3.7434  C1 1.555, C3 1.458, H11 1.100, H12 1.106
3 C 2.6919 0.6974 -2.4055  C2 1.458, C4 1.495, C5 1.477
4 C 1.6487 0.8790 -1.3504  C3 1.495, H13 1.091, H14 1.100, C32 1.520
5 C 4.0573 0.3924 -1.9319  C3 1.477, O6 1.232, O7 1.357
6 O 4.2782 0.2518 -0.7279  C5 1.232
7 O 5.0827 0.3220 -2.8176  C5 1.357, C8 1.438
8 C 4.8043 0.3268 -4.2287  C1 1.513, O7 1.438, H15 1.101, H16 1.094
9 H 3.5847 1.3833 -5.6595  C1 1.099
10 H 4.2889 2.4156 -4.4025  C1 1.100
11 H 2.0598 2.2426 -3.6640  C2 1.100
12 H 1.8820 0.5913 -4.3287  C2 1.106
13 H 2.1305 1.4173 -0.5331  C4 1.091
14 H 0.8698 1.5561 -1.7311  C4 1.100
15 H 4.3809 -0.6384 -4.5464  C8 1.101
16 H 5.7611 0.4767 -4.7367  C8 1.094
17 C 1.5920 -2.4281 2.3977  C18 1.522, H33 1.100, H34 1.102, H35 1.094
18 C 1.6161 -0.9116 2.2674  C17 1.522, C19 1.509, N20 1.495, H36 1.100
19 C 1.5924 -0.2995 3.6469  C18 1.509, H37 1.094, H38 1.092, H39 1.096
20 N 0.3566 -0.4264 1.6239  C18 1.495, N21 1.339, C31 1.371
21 N -0.6775 -0.3749 2.4726  N20 1.339, N22 1.344
22 N -1.7599 -0.1614 1.7044  N21 1.344, C23 1.493, C26 1.382
23 C -3.0038 0.1542 2.4683  N22 1.493, C24 1.519, C25 1.520, H40 1.091
24 C -2.7870 1.3954 3.3171  C23 1.519, H41 1.099, H42 1.097, H43 1.095
25 C -3.3681 -1.0087 3.3763  C23 1.520, H44 1.100, H45 1.095, H46 1.097
26 C -1.4266 -0.1206 0.3639  N22 1.382, C27 1.544, C31 1.385
27 C -2.5577 -0.0641 -0.6857  C26 1.544, C28 1.522, C29 1.533, C30 1.545
28 C -2.0153 -0.3668 -2.0748  C27 1.522, H47 1.094, H48 1.096, H49 1.093
29 C -3.1328 1.3559 -0.6252  C27 1.533, H50 1.100, H51 1.098, H52 1.096
30 C -3.6694 -1.0988 -0.4004  C27 1.545, H53 1.097, H54 1.098, H55 1.098
31 C -0.0463 -0.2226 0.3297  N20 1.371, C26 1.385, C32 1.520
32 C 0.9839 -0.3626 -0.7792  C4 1.520, C31 1.520, H56 1.104, H57 1.102
33 H 2.5230 -2.7508 2.8859  C17 1.100
34 H 0.7504 -2.7498 3.0329  C17 1.102
35 H 1.5146 -2.9150 1.4206  C17 1.094
36 H 2.4640 -0.5696 1.6562  C18 1.100
37 H 2.4853 -0.6004 4.2021  C19 1.094
38 H 1.5681 0.7922 3.6131  C19 1.092
39 H 0.7100 -0.6369 4.2032  C19 1.096
40 H -3.8122 0.3407 1.7591  C23 1.091
41 H -3.6629 1.5649 3.9588  C24 1.099
42 H -1.9137 1.2666 3.9684  C24 1.097
43 H -2.6625 2.2897 2.6971  C24 1.095
44 H -4.2179 -0.7246 4.0152  C25 1.100
45 H -3.6768 -1.8937 2.8098  C25 1.095
46 H -2.5285 -1.2614 4.0359  C25 1.097
47 H -1.6547 -1.3985 -2.1119  C28 1.094
48 H -2.8183 -0.2544 -2.8120  C28 1.096
49 H -1.2007 0.3138 -2.3348  C28 1.093
50 H -3.6033 1.5682 0.3459  C29 1.100
51 H -2.3348 2.0916 -0.7934  C29 1.098
52 H -3.8979 1.4817 -1.4002  C29 1.096
53 H -4.1618 -0.9750 0.5726  C30 1.097
54 H -4.4503 -0.9881 -1.1648  C30 1.098
55 H -3.2761 -2.1222 -0.4557  C30 1.098
56 H 0.4841 -0.8625 -1.6266  C32 1.104
57 H 1.7769 -1.0680 -0.4825  C32 1.102